[1]
Below is a cluster of 11 separate species, C17H56O11 in total, with properties calculated with wB97M-V/def2-TZVPD.

Each line ends with the Mulliken charge.
CARTESIAN COORDINATES (ANGSTROEM)
C  1.36  -2.29  2.29  -0.4618
C  2.55  -1.70  3.13  0.3914
O  2.87  -2.51  4.27  -0.5964
H  1.33  -1.76  1.31  -0.2192
H  0.47  -2.10  2.86  0.3041
H  1.41  -3.38  2.12  0.4439
H  2.32  -0.66  3.39  0.1038
H  3.39  -1.53  2.47  -0.1248
H  3.71  -2.21  4.59  0.3392
C  3.11  1.88  2.05  -1.3110
C  1.63  1.70  2.39  0.0696
O  1.39  1.69  3.76  -0.6556
H  3.17  2.00  0.99  0.2897
H  3.72  1.01  2.36  0.0033
H  3.51  2.76  2.52  0.5006
H  1.31  0.79  1.95  -0.1213
H  1.17  2.56  2.04  0.5664
H  0.48  1.50  3.84  0.5453
C  1.23  -4.96  -2.79  -1.2526
C  0.07  -3.94  -2.62  -0.0450
O  0.54  -2.99  -1.65  -0.3341
H  1.89  -5.14  -1.96  0.2987
H  1.98  -4.75  -3.56  0.2739
H  0.84  -5.91  -3.12  0.4091
H  -0.75  -4.45  -2.07  0.2429
H  -0.35  -3.41  -3.52  0.2557
H  -0.17  -2.26  -1.57  0.0417
C  -3.45  2.89  -0.73  -0.3082
C  -4.76  3.32  -1.46  -0.5809
O  -4.78  2.46  -2.61  -0.5337
H  -3.51  1.92  -0.33  -0.0036
H  -3.30  3.43  0.21  0.2808
H  -2.57  3.04  -1.44  0.1323
H  -4.64  4.39  -1.65  0.3185
H  -5.58  3.13  -0.82  0.3711
H  -5.53  2.55  -3.20  0.2599
C  -1.83  -1.91  0.54  -0.6032
C  -2.74  -1.31  -0.49  1.0413
O  -2.02  -1.41  -1.70  -0.5312
H  -1.86  -3.01  0.41  0.3482
H  -2.30  -1.77  1.49  0.5459
H  -0.82  -1.55  0.56  -0.3115
H  -2.93  -0.24  -0.33  -0.8843
H  -3.72  -1.83  -0.48  0.3352
H  -2.12  -0.51  -2.09  0.2479
C  0.92  0.41  -1.13  -0.3656
C  -0.02  1.58  -1.12  0.3648
O  -0.33  1.92  0.19  -0.0588
H  1.10  0.13  -2.15  0.5435
H  0.53  -0.48  -0.56  -0.6846
H  1.89  0.61  -0.71  0.1739
H  -0.88  1.33  -1.58  -0.2902
H  0.41  2.40  -1.73  0.2346
H  -0.96  2.67  0.21  0.0485
C  -2.91  0.15  -4.26  -0.7712
O  -2.70  0.84  -3.01  -0.5026
H  -2.14  -0.67  -4.38  0.1755
H  -2.75  0.78  -5.15  0.2750
H  -3.86  -0.35  -4.16  0.3429
H  -3.51  1.32  -2.89  0.3988
C  -1.21  4.38  3.29  -0.6199
O  -1.82  3.81  2.14  -0.3852
H  -1.72  5.33  3.50  0.3007
H  -0.13  4.59  3.18  0.2089
H  -1.43  3.74  4.19  0.1997
H  -2.76  3.62  2.43  0.2462
C  5.18  -0.36  0.30  -0.9371
O  3.89  -0.87  0.37  -0.1035
H  5.53  0.12  1.21  0.3258
H  5.17  0.43  -0.50  0.2778
H  5.83  -1.15  0.11  0.3684
H  3.69  -1.36  -0.46  0.2659
C  -1.72  0.51  3.02  -0.2775
O  -1.32  1.21  4.17  -0.6453
H  -2.08  1.19  2.20  0.1514
H  -2.53  -0.09  3.24  0.6152
H  -0.92  -0.13  2.66  -0.2364
H  -2.08  1.74  4.38  0.3038
C  3.55  -1.98  -3.28  -0.7195
O  3.09  -2.24  -2.01  -0.3613
H  3.10  -1.07  -3.80  0.2500
H  3.27  -2.87  -3.82  0.2006
H  4.63  -2.11  -3.44  0.3233
H  2.26  -2.59  -2.04  0.2813

Energy above the lowest of the compared OMol25 structures with the same formula, charge and spin = 310.4 kJ/mol
HOMO level = -8.894 eV
2S+1 = 1
Largest force on an atom = 4.839 eV/A

***

[2]
Below is a cluster of 8 separate species, C5H29N2O7 in total, with properties calculated with wB97M-V/def2-TZVPD.

Each line ends with the Mulliken charge.
CARTESIAN COORDINATES (ANGSTROEM)
C  -1.48  1.11  1.58  -0.8468
C  -1.32  1.57  0.17  -0.7214
C  -0.28  0.64  -0.58  0.7192
C  0.76  1.50  -1.33  -1.2352
C  2.20  1.44  -0.86  -0.4539
N  2.81  0.11  -1.25  -0.4719
N  -2.03  -0.34  1.61  -0.2459
H  -2.29  1.57  2.17  0.4021
H  -0.58  1.23  2.16  0.2473
H  -0.91  2.58  0.13  0.5162
H  -2.25  1.61  -0.36  0.2809
H  0.28  0.03  0.19  -0.5676
H  -0.73  0.00  -1.35  0.3636
H  0.37  2.55  -1.41  0.4707
H  0.61  1.26  -2.37  0.4751
H  2.72  2.22  -1.42  0.3366
H  2.40  1.46  0.25  0.2509
H  2.59  -0.61  -0.58  0.1999
H  2.41  -0.20  -2.12  0.2113
H  -2.19  -0.82  0.71  0.3988
H  -3.02  -0.27  1.90  0.4319
H  -1.37  -0.94  2.12  0.3659
H  2.72  -2.82  1.98  0.2573
H  3.41  -1.69  1.04  0.4104
O  2.70  -1.90  1.72  -0.7042
H  -4.46  -2.17  -1.77  0.2923
H  -3.49  -0.91  -2.03  0.3168
O  -3.82  -1.57  -1.38  -0.5960
H  -1.07  4.97  2.28  0.3079
H  -2.08  4.77  1.26  0.3025
O  -1.67  4.28  1.99  -0.6052
H  4.78  -0.31  -0.03  0.3280
H  4.80  -1.79  -0.66  0.3121
O  4.56  -1.25  0.10  -0.7006
H  1.34  -0.78  1.71  0.2984
H  0.88  -0.55  3.20  0.2361
O  0.60  -0.50  2.28  -0.5602
H  0.62  -1.62  -5.31  0.3198
H  0.56  -2.78  -4.29  0.3234
O  0.01  -2.06  -4.70  -0.6451
H  -3.29  -3.23  0.35  0.2924
H  -2.78  -3.16  1.82  0.2822
O  -3.04  -2.63  1.06  -0.5959

Energy above the lowest of the compared OMol25 structures with the same formula, charge and spin = 291.5 kJ/mol
HOMO level = -11.800 eV
Net charge = +1
2S+1 = 1
Largest force on an atom = 2.442 eV/A

***

Question: Which of these has the lowest HOMO level?
Answer: C5H29N2O7

***

Question: Among the records above, which one has the highest energy above the lowest of the compared OMol25 structures with the same formula, charge and spin?
Answer: C17H56O11

***

Question: Which of these has the highest energy above the lowest of the compared OMol25 structures with the same formula, charge and spin?
Answer: C17H56O11